15
Properties=species:S:1:pos:R:3:forces:R:3:mulliken_charge:R:1 method="wB97M-V/def2-TZVPD" gap_ev=8.3 e_above_lowest_kcal_mol=89.8 e_lumo_ha=-0.0143 homo_ha=-0.3203
C -0.066 2.215 -0.446 -0.16 0.10 -0.16 -0.686
C -0.910 -0.695 -0.112 0.21 -0.30 0.15 -0.067
C -1.002 -1.841 0.809 0.04 0.13 0.06 -1.005
C 0.461 -0.560 -0.687 -0.08 -0.01 -0.09 -0.656
C 1.223 0.323 0.334 0.22 -0.12 0.30 0.731
O 2.054 -0.148 1.063 -0.37 0.19 -0.31 -0.540
O 0.929 1.626 0.396 0.15 -0.14 0.05 -0.323
H 0.361 2.448 -1.427 -0.04 -0.03 0.13 0.264
H -0.937 1.558 -0.540 0.13 0.13 -0.01 0.426
H -0.355 3.141 0.051 0.05 -0.12 -0.09 0.260
H -0.063 -2.267 1.196 -0.09 0.08 -0.10 0.297
H -1.728 -1.672 1.610 0.07 -0.07 -0.15 0.322
H -1.473 -2.600 0.155 0.04 0.06 0.00 0.315
H 1.052 -1.483 -0.745 -0.12 0.10 0.04 0.316
H 0.452 -0.045 -1.656 -0.03 -0.01 0.16 0.346

***

86
Properties=species:S:1:pos:R:3:forces:R:3:mulliken_charge:R:1 method="wB97M-V/def2-TZVPD" charge=-1 gap_ev="5.7 / 4.5" e_above_lowest_kcal_mol=18.7 s_squared=0.80 multiplicity=2 e_lumo_ha="0.0166 / -0.0249" homo_ha="-0.1911 / -0.1911"
Cd -0.126 0.415 0.195 0.79 -0.29 -0.09 3.863
Se 6.265 2.953 -3.858 -0.09 -0.03 0.05 0.224
N 5.513 3.439 -2.316 -0.05 0.00 0.04 -0.874
C 4.410 2.751 -2.190 0.08 0.06 0.03 1.103
C 3.499 2.876 -1.056 0.05 0.05 -0.03 0.550
C 3.724 3.772 -0.010 -0.01 -0.03 0.02 -0.830
C 2.810 3.848 1.014 -0.01 -0.01 -0.01 -0.933
C 1.686 3.025 0.976 0.01 -0.01 0.09 -0.496
N 1.474 2.171 -0.014 0.01 -0.05 -0.13 0.270
C 2.355 2.082 -1.014 0.02 0.01 -0.07 -0.846
C 2.060 1.119 -2.101 0.04 0.03 0.03 -0.551
N 0.959 0.369 -1.988 -0.05 0.15 -0.11 0.559
C 0.628 -0.451 -2.971 0.02 -0.08 0.00 -0.717
C 1.395 -0.598 -4.123 0.01 0.01 0.02 -1.033
C 2.551 0.142 -4.238 -0.01 -0.03 0.01 -0.808
C 2.897 1.021 -3.215 0.05 0.02 -0.03 0.418
C 4.106 1.839 -3.266 0.05 -0.04 -0.10 1.056
N 4.962 1.799 -4.251 -0.06 -0.03 0.02 -0.877
H 4.618 4.380 -0.023 0.01 0.01 0.00 0.525
H 2.954 4.513 1.852 0.00 0.01 0.00 0.464
H 0.950 3.022 1.770 0.01 0.01 0.00 0.422
H -0.282 -1.024 -2.824 0.00 0.02 -0.03 0.463
H 1.087 -1.289 -4.895 -0.01 -0.01 -0.01 0.463
H 3.198 0.058 -5.101 0.00 0.00 -0.01 0.534
O 3.508 -5.787 1.149 -0.20 -0.23 0.09 -0.732
C 3.834 -4.711 1.681 0.41 0.11 -0.59 0.402
O 4.822 -4.411 2.367 -0.04 0.04 0.36 -0.707
C 2.929 -3.520 1.300 -0.21 0.07 0.15 0.219
C 2.131 -3.587 0.163 -0.01 -0.06 0.00 -1.198
C 1.365 -2.500 -0.192 0.01 0.02 -0.08 -0.357
N 1.312 -1.378 0.531 -0.14 0.09 0.21 0.654
C 2.053 -1.312 1.648 0.02 0.02 -0.03 0.804
C 2.888 -2.346 2.041 0.06 0.06 -0.02 -1.038
C 2.009 -0.022 2.450 -0.01 0.11 0.16 -0.352
O 2.995 0.340 3.048 0.05 -0.06 0.04 -0.682
O 0.907 0.684 2.351 -0.10 -0.03 -0.15 -0.562
H 2.128 -4.500 -0.416 0.01 -0.02 0.00 0.497
H 0.758 -2.518 -1.090 -0.02 -0.01 -0.02 0.329
H 3.514 -2.233 2.914 0.01 -0.02 0.01 0.606
F -1.157 1.778 1.653 -0.05 -0.14 0.00 -0.860
Sb -1.057 0.666 3.371 0.06 0.05 0.40 2.141
F -2.306 -0.587 4.168 0.09 0.07 0.02 -0.578
F -2.728 1.644 3.450 0.04 -0.06 -0.07 -0.585
F -0.374 2.252 4.165 -0.07 -0.05 0.01 -0.523
F 0.072 -0.230 4.610 0.01 0.02 -0.06 -0.558
F -1.105 -0.775 2.040 -0.40 0.22 -0.12 -0.488
C -3.296 -4.879 -2.566 0.00 -0.02 0.01 -0.728
C -4.568 -4.139 -2.962 0.02 0.00 0.01 -0.595
C -5.122 -3.225 -1.871 0.00 -0.01 -0.02 -0.479
C -4.309 -1.941 -1.653 0.03 0.01 0.07 -0.414
Ge -2.698 -1.972 -0.510 0.13 0.01 -0.36 -0.503
C -2.545 -3.152 1.046 -0.06 0.13 0.00 -0.746
C -3.723 -4.076 1.343 0.02 -0.02 0.02 -0.119
C -3.564 -4.744 2.706 -0.01 0.00 -0.02 -0.441
C -4.676 -5.743 2.998 0.01 0.00 0.01 -1.376
H -2.947 -5.526 -3.371 0.01 -0.01 0.00 0.410
H -3.467 -5.507 -1.689 0.00 0.00 0.00 0.207
H -2.483 -4.192 -2.327 0.02 0.01 -0.01 -0.029
H -5.335 -4.870 -3.235 0.01 -0.01 0.01 0.364
H -4.379 -3.541 -3.861 -0.02 -0.01 -0.02 0.298
H -5.205 -3.793 -0.943 -0.05 0.00 0.03 0.097
H -6.143 -2.942 -2.144 0.02 0.01 -0.02 0.440
H -4.957 -1.159 -1.257 -0.02 0.03 0.09 0.323
H -3.949 -1.572 -2.619 -0.04 0.04 0.00 0.435
H -1.526 -2.341 -1.462 0.02 0.05 0.06 -0.764
H -2.345 -2.522 1.909 0.03 0.09 0.05 0.145
H -1.635 -3.729 0.864 0.00 -0.01 0.04 0.676
H -3.812 -4.852 0.575 -0.01 0.01 -0.02 -0.049
H -4.665 -3.518 1.332 -0.04 0.02 0.00 0.333
H -3.540 -3.970 3.477 0.01 0.01 0.00 0.353
H -2.593 -5.244 2.747 0.01 -0.01 0.01 0.401
H -5.655 -5.261 2.958 -0.03 0.02 0.00 0.304
H -4.564 -6.186 3.987 0.00 -0.01 0.01 0.415
H -4.677 -6.554 2.267 0.00 -0.01 -0.01 0.307
Cl -4.562 -0.520 1.635 0.10 -0.22 -0.14 -0.110
C -4.281 0.855 0.653 0.09 -0.05 -0.05 1.459
C -5.121 1.931 0.828 0.01 0.01 -0.02 -0.728
C -4.871 3.122 0.167 -0.06 0.01 0.01 -0.465
C -3.744 3.257 -0.637 0.05 0.03 -0.01 -0.658
C -2.882 2.203 -0.786 -0.04 -0.02 0.07 0.888
Cl -1.468 2.463 -1.741 -0.10 -0.09 -0.06 -0.163
C -3.118 0.900 -0.203 0.03 0.03 0.07 -0.892
N -2.268 -0.094 -0.429 -0.55 -0.02 0.18 -0.293
H -5.947 1.843 1.517 -0.01 -0.01 0.01 0.470
H -5.537 3.963 0.303 0.00 0.01 0.01 0.388
H -3.523 4.194 -1.126 0.00 0.00 0.00 0.462

***

59
Properties=species:S:1:pos:R:3:forces:R:3:mulliken_charge:R:1 method="wB97M-V/def2-TZVPD" charge=+3 gap_ev=2.4 e_above_lowest_kcal_mol=115.5 e_lumo_ha=-0.5491 homo_ha=-0.6383
Hf 1.678 1.851 -0.182 -1.75 -5.55 0.35 1.584
F 0.709 -0.098 0.632 2.44 4.69 -1.22 -0.110
C 0.337 1.834 -4.256 0.23 0.44 0.10 -1.429
C -0.697 1.550 -3.168 0.08 0.38 -1.98 0.337
C -1.766 0.470 -3.616 0.00 1.24 0.05 -1.024
O -2.654 0.287 -2.575 -0.07 0.63 1.35 -0.246
C -3.821 -0.491 -2.873 0.51 0.30 0.22 -0.810
N -0.097 1.100 -1.891 0.54 0.30 0.39 0.170
H 1.238 2.231 -3.789 0.28 0.18 0.25 0.236
H -0.016 2.659 -4.875 -0.06 -0.27 -0.24 0.439
H 0.699 1.023 -4.889 -0.46 -0.24 0.13 0.339
H -1.196 2.500 -2.977 -0.35 -0.22 0.10 0.481
H -1.415 -0.520 -3.907 0.85 0.13 -0.43 0.424
H -2.296 0.957 -4.435 0.16 -0.17 -0.54 0.517
H -4.490 -0.288 -2.036 -0.17 -0.34 -0.23 0.218
H -3.503 -1.533 -2.909 -0.47 -0.14 -0.14 0.304
H -4.260 -0.138 -3.806 -0.12 -0.20 -0.01 0.427
H -0.994 0.890 -1.476 -0.82 0.32 2.29 0.296
H 0.046 0.133 -2.148 1.88 -1.06 0.48 0.085
C 0.186 -2.699 -2.050 -1.60 -0.02 0.30 -0.119
C 0.142 -3.465 -0.693 0.22 0.91 -0.41 -0.535
O -0.334 -2.709 0.422 -0.55 0.09 -0.24 -0.499
O 0.962 -1.507 -1.907 0.63 -0.41 0.18 -0.585
H -0.779 -2.324 -2.387 -0.36 -0.28 0.36 -0.033
H 0.551 -3.298 -2.885 0.29 -0.32 0.30 0.376
H 1.190 -3.659 -0.462 0.14 -0.82 -0.08 0.331
H -0.490 -4.353 -0.715 0.41 -0.07 -0.26 0.431
H 0.136 -1.877 0.504 0.24 0.11 -0.19 0.167
H 1.802 -1.886 -1.640 0.67 0.48 -0.05 0.289
C 4.871 1.234 0.592 2.13 2.50 -0.22 -0.321
C 4.810 2.760 0.746 0.64 -1.45 0.83 -0.477
O 3.798 3.243 -0.190 -1.14 -1.17 0.58 -0.545
O 3.539 0.750 0.746 -1.37 0.52 -0.92 -0.307
H 5.542 0.853 1.361 -0.29 -0.28 0.15 0.431
H 5.363 1.027 -0.358 -0.73 -0.59 -0.26 0.300
H 5.785 3.191 0.518 -0.10 0.09 -0.23 0.499
H 4.573 3.034 1.774 -0.36 0.21 -0.10 0.288
H 4.265 3.993 -0.564 -0.71 0.80 -0.95 0.352
H 3.607 0.223 1.545 -1.04 -0.76 0.42 0.291
C -3.467 -1.184 1.480 0.20 -1.19 -1.25 -0.570
C -2.808 0.220 1.495 0.58 -1.11 1.56 -0.081
O -2.508 0.750 0.251 -0.52 0.43 -0.61 -0.446
O -2.986 -2.002 0.387 -0.92 1.47 0.27 -0.402
H -4.547 -1.132 1.337 -0.01 0.18 0.05 0.310
H -3.242 -1.767 2.373 -0.15 0.59 0.45 0.374
H -1.835 0.059 1.959 0.23 -0.03 0.50 0.051
H -3.389 0.870 2.150 -0.05 0.34 -0.22 0.348
H -3.006 0.216 -0.372 0.12 -0.04 -0.79 0.218
H -2.078 -2.243 0.585 0.72 -0.54 -0.03 0.419
C 0.169 -0.588 4.414 0.45 0.86 0.43 -0.237
C 0.329 0.843 4.875 -0.37 0.12 0.86 -0.368
O -0.177 1.141 6.146 0.10 0.03 0.08 -0.458
O 1.001 -1.428 5.148 0.56 -0.29 0.85 -0.553
H 0.619 -0.624 3.422 -1.21 0.11 -0.86 0.091
H -0.872 -0.837 4.617 -0.29 -0.31 -0.96 0.436
H -0.250 1.556 4.289 0.12 0.00 -0.96 0.259
H 1.380 1.131 4.842 0.42 0.13 -0.02 0.324
H -0.310 0.363 6.692 0.13 -0.40 0.22 0.373
H 0.956 -2.292 4.732 0.07 -0.31 0.31 0.337

***

23
Properties=species:S:1:pos:R:3:forces:R:3:mulliken_charge:R:1 method="wB97M-V/def2-TZVPD" charge=+1 gap_ev="7.5 / 7.4" e_above_lowest_kcal_mol=80.9 s_squared=3.75 multiplicity=4 e_lumo_ha="-0.1953 / -0.2004" homo_ha="-0.4717 / -0.4717"
V -0.878 -1.585 -1.097 1.46 0.91 1.40 0.994
F -0.272 0.101 -0.211 -0.03 -1.70 -1.40 -0.354
O -2.534 -0.457 -1.969 0.06 -1.49 0.66 -0.579
H -2.269 0.346 -2.390 0.25 1.23 -0.48 0.350
H -3.364 -0.274 -1.515 -0.21 0.06 -0.07 0.330
O 0.667 3.179 0.458 -0.05 -0.78 -0.80 -0.584
H 0.547 2.446 -0.200 0.52 1.38 0.98 0.287
H 1.477 2.962 0.956 -0.62 -0.03 -0.39 0.355
O -0.523 -2.447 1.173 -1.27 0.28 -2.86 -0.444
H 0.076 -2.157 1.813 1.51 1.31 1.61 0.279
H -0.872 -3.244 1.525 -0.70 -1.33 0.41 0.275
O 0.960 0.937 2.046 -1.79 0.93 0.18 -0.608
H 0.317 0.926 1.303 0.64 0.17 1.03 0.291
H 1.603 0.313 1.813 1.55 -1.36 -0.42 0.280
O 2.210 0.968 -1.046 0.02 -0.12 -0.96 -0.606
H 1.327 0.711 -0.755 0.32 -0.16 0.43 0.210
H 2.877 0.767 -0.392 -0.09 0.05 0.40 0.336
O 1.276 -2.320 -1.154 -0.14 0.65 1.55 -0.455
H 1.685 -1.964 -0.311 -0.49 -0.59 -1.55 0.331
H 2.007 -2.524 -1.755 -0.19 0.16 -0.06 0.303
O -2.159 1.498 0.792 -0.48 -0.51 -0.45 -0.570
H -2.731 0.769 0.552 -1.50 0.09 0.67 0.254
H -1.429 1.048 0.363 1.21 0.87 0.10 0.325

***

33
Properties=species:S:1:pos:R:3:forces:R:3:mulliken_charge:R:1 method="wB97M-V/def2-TZVPD" charge=-1 gap_ev=5.6 e_above_lowest_kcal_mol=10.1 e_lumo_ha=0.0874 homo_ha=-0.1201
Sr -1.031 -1.466 1.078 -0.69 0.48 0.30 1.413
S -4.648 -2.610 -1.845 -0.27 -0.08 -0.42 -0.417
C -3.506 -2.423 -0.654 -0.75 0.27 -0.33 0.114
S -2.085 -3.388 -0.682 0.78 -1.26 -0.32 -0.596
S -3.753 -1.297 0.610 -0.61 0.49 0.56 -0.516
S -0.471 3.388 2.147 -0.01 -0.40 0.05 -0.288
C -0.456 2.588 3.661 0.04 0.28 -0.03 -0.333
C -0.482 1.233 3.532 0.10 0.36 0.07 -0.626
C -0.512 0.758 2.193 0.11 -0.07 -0.11 -1.145
C -0.515 1.807 1.320 0.08 0.58 1.10 1.035
C -0.638 1.780 -0.113 -0.04 0.29 -0.70 0.332
C -0.856 2.955 -0.856 0.02 -0.16 0.04 -0.880
C -1.039 2.879 -2.218 0.01 -0.18 0.03 -0.401
C -0.992 1.633 -2.831 0.02 0.03 0.00 -0.816
C -0.754 0.529 -2.032 -0.03 -0.05 -0.57 -0.374
N -0.569 0.586 -0.724 -0.06 -0.11 0.51 0.283
H -0.422 3.179 4.560 0.00 0.03 0.16 0.410
H -0.478 0.570 4.386 -0.01 0.03 0.19 0.362
H -0.907 3.904 -0.343 -0.03 0.05 -0.01 0.291
H -1.243 3.770 -2.796 0.03 0.06 -0.02 0.397
H -1.150 1.523 -3.894 -0.01 -0.07 -0.02 0.383
H -0.712 -0.462 -2.469 -0.06 -0.05 -0.01 0.426
C 3.876 -1.555 0.641 0.03 -0.04 0.11 -0.846
N 2.934 -1.864 -0.408 0.05 0.15 -0.07 -0.275
C 1.621 -2.164 -0.153 1.24 -0.07 -0.99 0.903
N 0.872 -2.350 -1.255 -0.21 -0.18 -0.11 0.006
O 1.183 -2.270 0.985 0.55 -0.42 0.67 -0.843
H 4.806 -2.101 0.469 -0.02 0.04 0.10 0.278
H 3.437 -1.873 1.584 0.08 0.05 -0.01 0.296
H 4.096 -0.486 0.695 -0.06 -0.01 0.04 0.282
H 3.145 -1.503 -1.324 -0.08 -0.10 0.04 0.233
H 1.316 -2.522 -2.141 -0.03 0.06 0.04 0.226
H -0.066 -2.746 -1.120 -0.16 0.00 -0.30 -0.316

***

16
Properties=species:S:1:pos:R:3:forces:R:3:mulliken_charge:R:1 method="wB97M-V/def2-TZVPD" gap_ev=8.2 e_above_lowest_kcal_mol=51.3 e_lumo_ha=0.0279 homo_ha=-0.2722
C 0.681 0.855 0.858 -1.12 1.27 1.55 0.723
C 1.723 -0.289 -1.108 0.66 -0.54 -0.61 -0.100
C -0.467 0.785 -0.075 -0.31 -0.92 -0.13 0.185
N -0.744 2.002 -0.720 0.11 0.37 -0.25 -0.674
N -1.118 -1.546 0.284 0.04 -0.54 -0.12 -0.442
C -1.251 -0.305 -0.289 0.52 0.92 0.55 -0.287
O 0.812 -0.214 1.707 0.06 -0.16 -0.46 -0.499
N 1.696 -1.455 -1.150 -0.11 0.00 -0.02 -0.186
O 1.282 1.886 1.085 0.04 -0.70 -0.49 -0.623
H 1.465 0.030 2.379 0.02 0.13 -0.17 0.328
H -1.015 1.902 -1.691 0.20 0.04 0.17 0.214
H 0.027 2.652 -0.613 -0.11 -0.10 -0.09 0.245
H 1.448 -2.425 -1.115 0.02 0.17 0.02 0.311
H -0.510 -1.580 1.088 -0.13 -0.09 0.06 0.213
H -1.973 -2.079 0.365 0.24 0.11 0.02 0.231
H -2.055 -0.218 -1.005 -0.13 0.06 -0.02 0.361